(1)
The following is a DFT calculation (wB97M-V/def2-TZVPD) of C13H26ClCrN3O5Si2 as an isolated structure.

Geometry as XYZ:
```
51
Properties=species:S:1:pos:R:3:lowdin_charge:R:1
Cr -0.23 -1.24 0.21 0.76
O 1.35 -4.22 -0.51 -0.32
Cl 1.57 -3.49 0.70 0.70
O 2.76 -3.90 1.34 -0.27
O 1.69 -2.03 0.36 -0.44
O 0.42 -3.58 1.55 -0.33
C 0.01 0.45 -2.79 -0.16
Si 1.08 1.23 -1.43 0.44
C 2.81 0.52 -1.59 -0.16
C 1.18 3.08 -1.82 -0.17
C 0.28 0.86 0.20 -0.44
C -1.17 1.17 0.18 -0.39
C -1.79 2.42 0.17 -0.02
C -3.17 2.48 0.16 -0.05
C -3.92 1.31 0.16 -0.06
C -3.25 0.10 0.17 -0.11
N -1.92 0.05 0.18 0.02
Si 1.09 1.28 1.82 0.44
C 0.90 3.10 2.31 -0.18
C 0.26 0.27 3.18 -0.17
C 2.93 0.88 1.81 -0.17
H 0.44 0.67 -3.77 0.03
H -1.01 0.84 -2.78 0.03
H -0.05 -0.64 -2.70 0.02
H 3.11 0.55 -2.64 0.03
H 2.86 -0.52 -1.25 0.02
H 3.55 1.09 -1.03 0.02
H 1.66 3.23 -2.79 0.03
H 1.77 3.61 -1.07 0.02
H 0.19 3.54 -1.86 0.02
H -1.19 3.32 0.18 0.11
H -3.67 3.44 0.16 0.11
H -5.00 1.33 0.16 0.10
H -3.77 -0.85 0.17 0.11
H -0.15 3.36 2.48 0.02
H 1.30 3.77 1.55 0.02
H 1.43 3.29 3.24 0.03
H -0.81 0.46 3.22 0.03
H 0.68 0.53 4.16 0.03
H 0.41 -0.81 3.04 0.02
H 3.50 1.61 1.23 0.03
H 3.12 -0.11 1.42 0.02
H 3.30 0.92 2.84 0.04
N -2.88 -4.46 -0.87 0.19
C -1.76 -3.72 -1.10 -0.60
N -0.96 -4.09 -2.13 0.19
O -1.56 -2.70 -0.43 -0.07
H -2.98 -5.38 -1.26 0.11
H -3.37 -4.26 -0.02 0.12
H -1.05 -5.02 -2.50 0.11
H -0.01 -3.76 -2.05 0.09
```

Summary:
2S+1: 5
⟨S²⟩: 6.025
Charge: 0
E_HOMO (spin up / spin down): -8.04 / -8.20 eV
LUMO level (spin up / spin down): 0.136 / 0.111 eV
Kohn-Sham gap (spin up / spin down): 0.30032 / 0.30538 hartree

***

(2)
The following is a DFT calculation (wB97M-V/def2-TZVPD) of a 5-piece molecular cluster, C13H26ClF6N3O11S2 overall in a non-equilibrium geometry.

Geometry as XYZ:
```
62
Properties=species:S:1:pos:R:3:lowdin_charge:R:1
O 15.31 -19.55 2.88 0.22
H 15.42 -19.47 1.89 0.03
H 15.54 -18.67 3.25 0.09
H 14.38 -19.72 3.07 0.12
C 17.10 -21.47 -0.05 -0.67
F 17.61 -21.90 -1.17 0.15
F 17.05 -22.38 0.91 0.17
F 17.85 -20.45 0.36 0.15
S 15.34 -20.88 -0.62 0.73
O 15.24 -20.76 -2.09 -0.29
O 14.37 -21.73 -0.02 -0.30
N 15.30 -19.40 0.36 -0.32
S 15.17 -18.35 -0.78 0.56
O 16.27 -18.22 -1.75 -0.31
O 13.86 -18.35 -1.38 -0.30
C 15.26 -16.74 0.30 -0.62
F 16.25 -16.88 1.21 0.11
F 15.64 -15.73 -0.47 0.14
F 14.12 -16.47 0.94 0.12
Cl 16.94 -20.14 6.22 0.63
O 15.49 -20.23 6.10 -0.41
O 17.54 -21.47 6.14 -0.39
O 17.55 -19.38 5.18 -0.39
O 17.26 -19.43 7.45 -0.39
C 11.69 -18.53 0.77 -0.01
C 10.54 -18.94 1.76 -0.47
C 9.57 -19.83 1.03 -0.14
C 8.51 -20.60 1.86 -0.18
C 9.16 -21.42 2.97 -0.14
C 10.14 -20.52 3.78 -0.48
N 11.06 -19.74 2.92 0.00
O 12.32 -19.36 3.49 -0.07
C 9.35 -19.67 4.76 -0.04
C 10.83 -21.54 4.70 -0.05
C 9.85 -17.68 2.23 -0.03
H 11.33 -18.52 -0.26 0.09
H 12.58 -19.15 0.89 0.06
H 12.18 -17.57 0.94 0.06
H 9.02 -19.32 0.24 0.13
H 10.13 -20.71 0.69 0.13
H 8.10 -21.30 1.14 0.11
H 7.78 -19.86 2.20 0.10
H 9.67 -22.22 2.43 0.12
H 8.45 -21.95 3.61 0.12
H 10.04 -19.02 5.31 0.09
H 8.48 -19.13 4.39 0.07
H 8.93 -20.41 5.44 0.09
H 10.28 -22.39 5.08 0.09
H 11.65 -21.88 4.06 0.09
H 11.22 -21.11 5.62 0.09
H 9.09 -17.86 2.99 0.06
H 9.38 -17.21 1.37 0.10
H 10.37 -16.90 2.79 0.09
O 15.30 -17.35 4.38 0.03
C 14.43 -16.52 4.52 -0.55
N 13.27 -16.87 5.10 0.18
C 14.62 -15.01 4.15 0.02
H 12.98 -17.82 5.30 0.10
H 12.59 -16.15 4.90 0.09
H 15.66 -14.84 4.45 0.09
H 13.95 -14.30 4.63 0.07
H 14.45 -14.98 3.08 0.06
```

Summary:
2S+1: 2
⟨S²⟩: 0.755
Charge: -1
E_HOMO (spin up / spin down): -5.83 / -5.83 eV
LUMO level (spin up / spin down): 1.950 / 1.033 eV
Kohn-Sham gap (spin up / spin down): 0.28573 / 0.25202 hartree

***

(3)
The following is a DFT calculation (wB97M-V/def2-TZVPD) of C13H26ClINOP2Pt as an isolated structure in a non-equilibrium geometry.

Geometry as XYZ:
```
46
Properties=species:S:1:pos:R:3:lowdin_charge:R:1
C 0.02 1.48 -4.01 -0.02
C 0.02 1.46 -2.48 -0.35
H 0.03 2.47 -4.44 0.11
H -0.85 0.89 -4.41 0.11
H 0.86 0.87 -4.42 0.10
O 0.04 2.41 -1.58 0.02
I -0.07 -2.50 -2.91 0.79
Pt -0.01 -0.34 -1.31 0.43
P 2.37 -0.09 -0.52 0.84
C 2.70 1.33 0.61 -0.19
C 3.11 -1.59 0.29 -0.21
H 4.17 -1.74 0.06 0.08
H 4.36 0.46 -1.81 0.08
H 2.55 -2.46 -0.07 -0.01
H 3.21 -0.56 -2.75 0.06
H 2.47 1.05 1.65 0.05
H 2.96 -1.56 1.38 0.07
C 3.32 0.29 -2.06 -0.20
H 3.74 1.68 0.58 0.09
H 2.92 1.19 -2.54 0.05
H 2.04 2.14 0.31 0.05
P -2.38 -0.02 -0.50 0.84
C -2.68 1.38 0.66 -0.19
C -3.32 0.41 -2.03 -0.20
H -2.63 -2.40 -0.13 0.01
H -4.22 -1.62 0.02 0.08
H -3.02 -1.52 1.35 0.07
C -3.16 -1.52 0.26 -0.20
H -3.24 -0.42 -2.73 0.06
H -4.36 0.61 -1.76 0.08
H -3.70 1.78 0.63 0.09
H -1.99 2.18 0.37 0.05
H -2.91 1.31 -2.49 0.05
H -2.45 1.08 1.69 0.05
Cl 0.09 -2.74 -0.03 0.21
C 0.01 -0.40 4.38 0.03
C 0.05 0.74 3.56 -0.01
C 0.01 0.61 2.21 -0.22
N 0.00 -0.57 1.64 -0.05
C 0.00 -1.65 2.39 -0.25
C -0.05 -1.63 3.74 -0.02
H 0.02 -0.35 5.50 0.16
H 0.11 1.69 3.99 0.12
H -0.03 1.49 1.55 0.11
H 0.04 -2.68 1.87 0.03
H -0.15 -2.60 4.30 0.15
```

Summary:
2S+1: 5
⟨S²⟩: 6.038
Charge: +3
E_HOMO (spin up / spin down): -18.93 / -18.91 eV
LUMO level (spin up / spin down): -11.511 / -14.570 eV
Kohn-Sham gap (spin up / spin down): 0.27261 / 0.15957 hartree

***

Q: Which of these has the highest charge?
A: C13H26ClINOP2Pt

***

Q: Among the records above, which one has the lowest 2S+1?
A: C13H26ClF6N3O11S2